A molecular structure, C18H14F5IMgN2S at a distorted geometry. Source: the OMol25 dataset; level of theory: the ωB97M-V functional and the def2-TZVPD basis.

Calculated values
2S+1: 1
Net charge: 0
Orbital gap: 0.231 Eh
HOMO energy: -7.534 eV

Atoms and positions in Å:
I1 2.756 -1.394 -0.362
S1 -0.478 1.153 1.112
Mg1 0.219 -0.557 -0.711
F1 -1.357 -1.475 5.384
F2 1.150 -0.882 6.342
F3 2.057 1.750 2.509
F4 -2.167 -0.449 2.972
F5 2.799 0.868 4.992
N1 1.008 1.181 -1.813
N2 -1.611 0.195 -1.593
C1 1.689 3.274 -3.510
C2 -1.375 1.259 -2.413
C3 2.657 2.680 -2.706
C4 -3.770 1.582 -2.695
C5 -0.930 -0.172 3.443
C6 -0.553 -0.633 4.699
C7 1.579 0.548 4.494
C8 0.708 -0.289 5.211
C9 -2.874 -0.047 -1.182
C10 -0.040 0.600 2.643
C11 1.206 0.970 3.224
C12 0.370 2.837 -3.392
C13 -3.983 0.582 -1.751
C14 0.244 -4.590 0.341
C15 2.251 1.679 -1.829
C16 1.704 -4.178 0.416
C17 0.036 1.748 -2.562
C18 -2.458 1.954 -2.982
H1 -0.313 -3.970 -0.370
H2 1.694 -3.077 0.583
H3 3.708 2.955 -2.737
H4 -2.986 -0.745 -0.350
H5 2.238 -4.585 1.269
H6 2.258 -4.396 -0.497
H7 -0.233 -4.506 1.325
H8 1.936 4.066 -4.215
H9 -0.438 3.305 -3.932
H10 -4.592 2.100 -3.185
H11 -4.978 0.288 -1.444
H12 -2.237 2.803 -3.619
H13 2.964 1.204 -1.142
H14 0.144 -5.635 0.032


A molecular structure, C2HBrI4S at a distorted geometry. Source: the OMol25 dataset; level of theory: the ωB97M-V functional and the def2-TZVPD basis.

Calculated values
2S+1: 1
Net charge: 0
Orbital gap (spin up / spin down): 0.106 / 0.117 Eh
HOMO energy (spin up / spin down): -7.500 / -7.808 eV

Atoms and positions in Å:
I1 1.761 -1.847 0.407
I2 0.906 0.326 -3.083
I3 -1.262 -3.464 -1.186
I4 -3.017 -0.438 -0.845
Br1 -1.720 0.300 3.267
S1 -1.199 -1.763 2.825
C1 -1.290 -1.521 -0.285
C2 -0.183 -0.985 0.339
H1 -0.281 -0.159 0.981


C4H6NP in the gas phase at a distorted geometry. Source: the OMol25 dataset; level of theory: the ωB97M-V functional and the def2-TZVPD basis.

Calculated values
2S+1: 1
Net charge: 0
Orbital gap (spin up / spin down): 0.250 / 0.250 Eh
HOMO energy (spin up / spin down): -7.146 / -7.146 eV

Atoms and positions in Å:
P1 -3.102 -0.319 0.401
N1 -1.907 -0.185 -0.654
C1 0.202 -0.108 0.612
C2 0.819 -1.318 0.088
C3 1.564 -2.080 -0.458
C4 -0.720 0.570 -0.337
H1 1.091 0.514 0.843
H2 -0.141 0.607 -1.310
H3 -0.318 -0.181 1.523
H4 -1.893 -0.517 -1.651
H5 -1.055 1.527 0.089
H6 1.910 -3.054 -0.623


A molecular structure, C19H18BrCrN7. Source: the OMol25 dataset; level of theory: the ωB97M-V functional and the def2-TZVPD basis.

Calculated values
Expectation value of S²: 6.02
2S+1: 5
Net charge: +2
Orbital gap (spin up / spin down): 0.324 / 0.319 Eh
HOMO energy (spin up / spin down): -15.288 / -15.360 eV

Atoms and positions in Å:
Br1 -5.325 -4.362 -1.702
Cr1 -0.598 -0.150 0.521
N1 -1.814 3.592 1.739
N2 -1.266 1.199 -0.821
N3 -0.505 3.001 3.614
N4 -0.443 1.650 1.657
N5 0.973 1.301 3.489
N6 -1.999 4.733 3.718
N7 -1.890 -1.563 -0.268
C1 -2.981 -1.783 0.490
C2 0.426 -2.440 1.170
C3 -0.004 2.008 2.908
C4 -4.018 -2.605 0.113
C5 -3.946 -3.241 -1.123
C6 -1.312 2.564 1.133
C7 1.105 -1.351 1.727
C8 -2.030 1.966 -2.949
C9 -2.821 -3.033 -1.914
C10 2.175 -0.779 1.013
C11 -1.673 2.365 -0.286
C12 0.841 -2.975 -0.053
C13 -2.311 3.345 -1.024
C14 -1.431 1.023 -2.139
C15 -1.829 -2.199 -1.448
C16 1.877 -2.387 -0.753
C17 -1.430 3.761 3.033
C18 -2.502 3.141 -2.382
C19 2.534 -1.273 -0.228
H1 -1.742 4.900 4.677
H2 -2.680 5.323 3.270
H3 -3.020 -1.271 1.447
H4 -2.628 4.248 -0.524
H5 1.607 0.760 2.937
H6 -4.868 -2.750 0.764
H7 -1.058 0.101 -2.559
H8 -0.304 -2.977 1.764
H9 2.211 -2.809 -1.692
H10 1.302 1.650 4.376
H11 -2.992 3.888 -2.991
H12 0.362 -3.867 -0.436
H13 -0.929 -2.060 -2.032
H14 3.366 -0.831 -0.759
H15 -2.128 1.774 -4.008
H16 -2.722 -3.520 -2.874
H17 0.949 -1.125 2.775
H18 2.777 0.016 1.435


4 unconnected molecules or ions with the total composition C18H40N2O11PS3 at a distorted geometry. Source: the OMol25 dataset; level of theory: the ωB97M-V functional and the def2-TZVPD basis.

Calculated values
2S+1: 1
Net charge: +1
Orbital gap: 0.298 Eh
HOMO energy: -11.649 eV

Atoms and positions in Å:
S1 0.859 5.349 3.478
S2 -2.948 -6.318 -0.473
S3 3.832 -3.710 -0.230
P1 -0.641 -0.625 -0.702
O1 3.750 -3.135 -1.556
O2 -3.302 -7.367 0.453
O3 1.739 6.050 2.567
O4 0.635 -0.656 0.407
O5 -1.189 -2.016 -0.866
O6 -0.567 4.887 -0.542
O7 -1.767 0.440 -0.068
O8 1.292 4.186 4.215
O9 -1.647 -6.257 -1.098
O10 0.495 4.051 -0.172
O11 4.840 -3.297 0.718
N1 1.185 3.704 -3.020
N2 2.327 1.224 -2.158
C1 0.412 2.419 -3.056
C2 0.131 6.520 4.622
C3 0.108 -0.001 -2.307
C4 -5.240 -5.261 -1.171
C5 -3.317 -4.737 0.285
C6 2.239 3.799 -1.962
C7 -1.757 5.282 3.618
C8 0.867 1.360 -2.002
C9 2.227 -3.587 0.536
C10 1.734 4.550 -0.661
C11 2.545 -5.987 0.269
C12 1.510 -4.868 0.122
C13 -1.353 6.619 4.247
C14 -0.652 4.945 2.623
C15 3.846 -5.495 -0.377
C16 -4.439 -4.113 -0.549
C17 2.935 2.445 -1.576
C18 -4.207 -6.229 -1.737
H1 -1.495 7.421 3.518
H2 4.724 -5.889 0.131
H3 2.203 -6.914 -0.192
H4 -1.810 4.511 4.392
H5 -4.606 -7.222 -1.930
H6 3.991 2.484 -1.933
H7 0.637 7.479 4.523
H8 -5.835 -5.757 -0.400
H9 0.615 1.960 -4.053
H10 -1.221 4.294 -0.945
H11 -2.419 -4.120 0.280
H12 0.696 0.208 0.837
H13 0.266 6.132 5.631
H14 1.743 5.654 -0.810
H15 0.828 -0.747 -2.713
H16 -5.068 -3.465 0.061
H17 1.727 -2.685 0.195
H18 2.375 -3.551 1.616
H19 3.887 -5.745 -1.436
H20 0.627 -5.048 0.735
H21 1.187 -4.798 -0.920
H22 1.583 3.937 -3.932
H23 -0.638 3.897 2.330
H24 2.513 4.343 0.108
H25 0.561 1.647 -0.964
H26 -0.733 0.168 -3.019
H27 2.649 0.425 -1.608
H28 -0.692 2.568 -3.036
H29 -1.305 0.954 0.608
H30 -4.007 -3.497 -1.343
H31 -1.964 6.856 5.118
H32 -0.716 5.582 1.742
H33 -3.636 -4.923 1.310
H34 3.039 4.462 -2.371
H35 0.506 4.451 -2.821
H36 2.989 2.345 -0.462
H37 -3.743 -5.827 -2.639
H38 -5.922 -4.907 -1.945
H39 2.714 -6.191 1.329
H40 -2.731 5.339 3.132


C8H8O5 in the gas phase at a distorted geometry. Source: the OMol25 dataset; level of theory: the ωB97M-V functional and the def2-TZVPD basis.

Calculated values
Expectation value of S²: 2.03
2S+1: 3
Net charge: 0
Orbital gap (spin up / spin down): 0.254 / 0.292 Eh
HOMO energy (spin up / spin down): -7.612 / -10.153 eV

Atoms and positions in Å:
O1 -0.816 1.857 1.642
O2 -1.364 -0.100 3.622
O3 -2.065 4.672 1.222
O4 0.783 -0.580 4.472
O5 0.089 1.607 -0.597
C1 -0.097 -0.416 3.711
C2 -0.773 -0.523 -0.818
C3 -0.608 0.642 1.403
C4 -1.218 4.078 0.526
C5 1.509 -0.191 0.254
C6 0.202 0.411 -0.049
C7 -0.719 2.809 0.872
C8 -0.663 -0.499 2.380
H1 -1.046 4.361 -0.466
H2 -0.306 -1.461 -1.122
H3 -1.655 -0.749 -0.235
H4 -1.084 -1.411 1.987
H5 2.138 -0.497 -0.500
H6 2.204 0.388 0.959
H7 -0.962 -0.014 -1.673
H8 1.383 -1.146 0.896


A molecular structure, C15H35CaF2N6O9S2 at a distorted geometry. Source: the OMol25 dataset; level of theory: the ωB97M-V functional and the def2-TZVPD basis.

Calculated values
2S+1: 1
Net charge: +1
Orbital gap: 0.384 Eh
HOMO energy: -12.367 eV

Atoms and positions in Å:
Ca1 -0.068 -0.229 -0.078
S1 0.562 -0.109 -3.588
S2 -1.752 0.289 -3.026
F1 -2.708 0.094 -1.726
F2 1.920 0.158 -2.794
O1 -0.160 -0.008 2.349
O2 -1.459 1.647 0.202
O3 -2.200 1.592 -3.428
O4 0.561 0.951 -4.537
O5 1.732 1.095 0.431
O6 0.650 -1.467 -3.992
O7 -1.750 -1.757 0.236
O8 -2.224 -0.842 -3.791
O9 1.580 -1.822 -0.569
N1 -1.378 3.623 -0.849
N2 2.876 -3.471 -1.421
N3 0.176 -0.893 4.386
N4 -0.395 0.121 -2.224
N5 2.028 3.217 -0.411
N6 -2.008 -3.770 -0.745
C1 2.674 -2.217 -0.994
C2 -0.292 0.061 3.574
C3 2.308 2.894 -1.796
C4 -1.547 -3.425 -2.087
C5 -3.320 3.117 0.535
C6 -0.989 1.249 4.190
C7 -1.912 2.795 0.026
C8 -1.734 5.014 -1.127
C9 -2.546 -3.518 1.611
C10 1.776 2.325 0.566
C11 1.538 2.942 1.929
C12 3.875 -1.321 -0.857
C13 1.036 -2.068 4.146
C14 -2.050 -2.962 0.305
C15 1.856 -4.477 -1.580
H1 -0.353 2.132 4.178
H2 -4.045 3.223 -0.268
H3 -2.019 -4.765 -0.575
H4 -3.599 2.399 1.298
H5 2.098 3.876 2.005
H6 -0.803 5.578 -1.112
H7 -1.894 1.485 3.636
H8 0.481 3.221 1.954
H9 2.914 1.993 -1.810
H10 -1.246 1.058 5.234
H11 -3.301 4.094 1.030
H12 -2.331 5.439 -0.324
H13 -0.188 -0.930 5.326
H14 -2.232 -2.621 -2.376
H15 1.020 -4.238 -0.922
H16 -0.588 3.276 -1.373
H17 2.246 -5.476 -1.413
H18 4.197 -1.297 0.184
H19 -2.804 -4.575 1.564
H20 3.679 -0.315 -1.207
H21 1.381 -4.436 -2.565
H22 3.799 -3.698 -1.750
H23 -3.454 -2.978 1.885
H24 1.943 -1.827 4.704
H25 -0.597 -2.886 -2.139
H26 -2.334 5.120 -2.028
H27 2.131 4.158 -0.068
H28 1.343 2.704 -2.270
H29 2.884 3.633 -2.342
H30 1.209 -2.248 3.093
H31 -1.817 -3.312 2.393
H32 0.651 -2.942 4.668
H33 4.723 -1.737 -1.408
H34 1.782 2.284 2.753
H35 -1.530 -4.218 -2.822


3 unconnected molecules or ions with the total composition C3H12O3. Source: the OMol25 dataset; level of theory: the ωB97M-V functional and the def2-TZVPD basis.

Calculated values
2S+1: 1
SMILES: CC(C)O.O.O
Net charge: 0
Orbital gap: 0.394 Eh
HOMO energy: -10.334 eV

Atoms and positions in Å:
O1 -2.666 1.889 0.771
O2 -0.600 -1.083 0.170
O3 1.420 -3.375 -0.566
C1 1.582 -0.150 0.610
C2 0.157 0.150 0.201
C3 -0.065 0.917 -1.101
H1 0.705 -2.801 -0.263
H2 -1.003 1.460 -0.999
H3 1.691 -2.966 -1.413
H4 2.012 -0.935 0.011
H5 -2.584 2.197 1.677
H6 -0.199 0.214 -1.914
H7 2.178 0.760 0.596
H8 -0.265 0.762 1.007
H9 1.636 -0.393 1.677
H10 -3.238 2.519 0.323
H11 -1.489 -0.818 0.453
H12 0.729 1.654 -1.240


A molecular structure, C32H35BrCdN3OS2 at a distorted geometry. Source: the OMol25 dataset; level of theory: the ωB97M-V functional and the def2-TZVPD basis.

Calculated values
2S+1: 1
Net charge: -1
Orbital gap: 0.196 Eh
HOMO energy: -3.628 eV

Atoms and positions in Å:
Cd1 9.494 8.354 12.692
Br1 7.794 6.548 11.467
S1 5.859 9.051 14.562
S2 8.278 6.820 14.469
O1 6.694 11.361 8.868
N1 11.647 8.590 13.967
N2 9.542 11.081 11.819
N3 11.503 7.601 11.377
C1 12.263 6.479 15.964
C2 13.879 6.897 11.545
C3 11.194 11.336 14.844
C4 10.616 5.447 8.461
C5 11.356 7.154 10.050
C6 12.650 7.623 11.988
C7 9.403 12.272 11.238
C8 7.657 11.370 9.867
C9 4.944 7.604 14.008
C10 11.619 8.848 15.386
C11 8.294 7.280 17.245
C12 6.378 8.323 18.360
C13 11.655 8.207 17.713
C14 11.198 10.435 17.175
C15 11.563 8.054 8.950
C16 11.373 9.466 18.168
C17 7.642 7.736 18.408
C18 5.958 8.773 17.136
C19 11.265 10.153 15.792
C20 7.781 10.138 10.513
C21 8.740 10.080 11.537
C22 10.834 4.833 10.918
C23 6.570 8.419 15.948
C24 11.259 7.632 7.671
C25 10.683 6.393 7.428
C26 8.427 12.454 10.222
C27 11.781 7.833 16.386
C28 12.144 9.426 9.256
C29 12.743 8.416 13.284
C30 7.766 7.563 15.980
C31 10.925 5.855 9.789
C32 14.075 8.995 13.712
H1 6.531 12.264 8.587
H2 11.466 8.292 6.791
H3 7.190 9.348 10.022
H4 11.156 11.051 13.790
H5 13.392 6.454 15.775
H6 10.336 6.059 6.450
H7 12.114 11.989 14.949
H8 11.949 5.806 16.808
H9 8.301 13.459 9.766
H10 14.705 7.553 11.207
H11 14.894 8.250 13.623
H12 14.038 9.320 14.715
H13 9.933 13.116 11.628
H14 13.617 6.042 10.867
H15 14.376 9.862 13.085
H16 11.336 3.894 10.589
H17 12.734 9.757 8.436
H18 5.053 9.361 17.055
H19 10.987 11.445 17.502
H20 11.218 9.662 19.246
H21 14.328 6.409 12.438
H22 10.336 4.429 8.293
H23 5.649 6.799 13.741
H24 10.329 11.915 15.172
H25 11.747 6.148 15.047
H26 5.793 8.373 19.282
H27 11.688 7.471 18.532
H28 9.130 6.605 17.307
H29 12.717 9.516 10.211
H30 11.356 10.170 9.262
H31 4.168 7.254 14.713
H32 4.462 7.841 13.010
H33 8.040 7.384 19.363
H34 11.264 5.183 11.864
H35 9.764 4.555 11.050


C2H4ClFO in the gas phase at a distorted geometry. Source: the OMol25 dataset; level of theory: the ωB97M-V functional and the def2-TZVPD basis.

Calculated values
2S+1: 1
SMILES: OC[C@H](F)Cl
Net charge: 0
Orbital gap: 0.407 Eh
HOMO energy: -10.219 eV

Atoms and positions in Å:
Cl1 -0.483 -1.971 0.030
F1 0.369 -0.119 1.499
O1 1.428 0.491 -0.331
C1 -0.035 0.406 -0.720
C2 -0.465 -0.432 0.500
H1 -0.688 1.446 -0.595
H2 1.847 0.586 0.611
H3 -0.380 -0.065 -1.732
H4 -1.593 -0.342 0.738


A molecular structure, C6H8CuLiO6 at a distorted geometry. Source: the OMol25 dataset; level of theory: the ωB97M-V functional and the def2-TZVPD basis.

Calculated values
2S+1: 1
Net charge: 0
Orbital gap: 0.219 Eh
HOMO energy: -6.668 eV

Atoms and positions in Å:
Cu1 1.691 -0.887 -2.042
O1 -1.524 -2.715 0.040
O2 -1.121 -0.653 -0.531
O3 0.446 -2.243 -0.845
O4 0.648 2.322 0.646
O5 1.549 1.070 -1.549
O6 -1.108 1.333 1.374
C1 -2.197 -0.629 0.870
C2 2.066 2.303 0.458
C3 -0.689 -1.891 -0.588
C4 -2.693 -2.036 0.529
C5 2.302 2.106 -1.042
C6 0.091 1.545 1.676
Li1 -0.159 1.116 -0.825
H1 2.043 3.064 -1.549
H2 -3.065 0.034 0.779
H3 2.498 3.252 0.813
H4 3.398 1.977 -1.181
H5 -3.436 -1.996 -0.276
H6 2.493 1.473 1.043
H7 -3.039 -2.572 1.418
H8 -1.744 -0.695 1.867


A gas-phase ion, C4H8N3O (charge +1) at a distorted geometry. Source: the OMol25 dataset; level of theory: the ωB97M-V functional and the def2-TZVPD basis.

Calculated values
2S+1: 1
Net charge: +1
Orbital gap (spin up / spin down): 0.302 / 0.302 Eh
HOMO energy (spin up / spin down): -11.946 / -11.948 eV

Atoms and positions in Å:
O1 -0.929 0.049 -1.415
N1 1.910 0.521 -0.240
N2 -2.368 -0.402 0.374
N3 -0.276 1.057 0.417
C1 -1.111 -0.017 -0.088
C2 1.783 -0.863 -0.110
C3 0.943 1.373 0.132
C4 0.732 -1.490 0.256
H1 2.864 0.882 -0.432
H2 2.820 -1.349 -0.144
H3 0.533 -2.487 0.770
H4 -2.694 -0.243 1.338
H5 -0.802 1.906 0.714
H6 -2.857 -1.148 -0.157
H7 -1.822 -0.162 -1.801
H8 1.276 2.373 0.387


8 unconnected molecules or ions with the total composition C16H48O8. Source: the OMol25 dataset; level of theory: the ωB97M-V functional and the def2-TZVPD basis.

Calculated values
2S+1: 1
SMILES: CCO.CCO.CCO.CCO.CCO.CCO.CCO.CCO
Net charge: 0
Orbital gap: 0.355 Eh
HOMO energy: -9.436 eV

Atoms and positions in Å:
O1 2.949 1.026 -2.297
O2 -2.268 -0.903 5.130
O3 -3.304 -1.572 0.640
O4 0.860 0.005 -0.596
O5 -4.884 -0.161 4.176
O6 -1.582 -0.860 -1.628
O7 -1.054 3.522 -1.770
O8 5.406 0.880 -0.820
C1 -2.164 -2.053 4.302
C2 6.212 1.606 -1.715
C3 -1.340 -3.114 5.007
C4 -0.070 4.427 -2.251
C5 -0.034 0.081 1.609
C6 3.602 0.058 -4.471
C7 -0.156 -2.746 -2.254
C8 -1.051 -1.621 -2.702
C9 2.720 -0.031 -3.240
C10 -3.203 -2.986 0.514
C11 1.114 0.519 0.720
C12 1.059 4.507 -1.242
C13 -4.845 0.775 3.084
C14 -3.446 1.169 2.745
C15 7.491 2.045 -1.032
C16 -4.589 -3.569 0.689
H1 1.663 -0.014 -3.547
H2 2.842 -0.971 -2.705
H3 1.219 1.605 0.696
H4 -2.535 -3.369 1.295
H5 0.133 0.398 2.638
H6 3.511 -0.870 -5.036
H7 8.080 2.632 -1.746
H8 4.483 1.066 -1.014
H9 -3.162 -0.547 5.046
H10 -0.985 0.486 1.258
H11 -3.167 -2.432 4.091
H12 -5.440 1.648 3.364
H13 -0.852 -0.378 -1.206
H14 8.116 1.207 -0.730
H15 -1.645 -1.781 3.378
H16 0.752 4.876 -0.262
H17 -0.492 5.423 -2.418
H18 -1.899 -2.018 -3.261
H19 1.554 3.545 -1.094
H20 -0.130 -1.007 1.583
H21 -0.356 -2.718 5.261
H22 -2.717 -1.176 -0.019
H23 7.251 2.688 -0.187
H24 1.829 5.207 -1.583
H25 2.047 0.068 1.077
H26 1.511 0.355 -1.213
H27 -0.496 -0.954 -3.375
H28 0.662 -2.374 -1.630
H29 -2.805 -3.253 -0.468
H30 5.692 2.492 -2.103
H31 -1.616 3.253 -2.500
H32 -2.826 0.279 2.654
H33 0.312 -3.221 -3.123
H34 -5.316 0.335 2.202
H35 -5.314 -0.960 3.863
H36 4.657 0.160 -4.208
H37 2.893 1.862 -2.773
H38 -3.442 1.710 1.798
H39 6.452 0.992 -2.600
H40 -2.996 1.788 3.523
H41 -4.585 -4.653 0.789
H42 -5.051 -3.095 1.554
H43 0.358 4.081 -3.201
H44 -1.257 -3.999 4.372
H45 3.311 0.891 -5.112
H46 -5.188 -3.329 -0.193
H47 -1.794 -3.422 5.952
H48 -0.682 -3.511 -1.685